Formula: C31H50BF6N11O4S2Ta
Source: the Open Molecules 2025 dataset
Level of theory: ωB97M-V with the def2-TZVPD basis set

The geometry in XYZ format:
```
106
C31H50BF6N11O4S2Ta, DFT ωB97M-V with the def2-TZVPD basis set
Ta 0.191 0.219 0.570
C -0.538 -1.364 5.535
C -0.266 -0.333 4.511
C -0.155 1.048 4.700
C 0.187 1.644 3.514
N 0.149 0.612 2.535
N -0.055 -0.594 3.227
B 0.105 -1.998 2.590
N -1.023 -2.224 1.600
N -1.301 -1.245 0.651
C -2.373 -1.720 -0.075
C -2.708 -2.969 0.377
C -1.848 -3.258 1.437
C -1.826 -4.484 2.270
C -3.006 -0.931 -1.177
C -3.560 -1.851 -2.264
C -1.916 -0.019 -1.713
C -4.135 -0.103 -0.541
N 1.447 -2.022 1.783
N 1.672 -1.125 0.726
C 2.876 -1.514 0.118
C 3.383 -2.552 0.847
C 2.474 -2.853 1.872
C 2.588 -3.919 2.896
C 3.466 -0.930 -1.143
C 4.558 -1.882 -1.662
C 4.121 0.423 -0.850
C 2.371 -0.876 -2.214
C 0.519 3.149 3.535
C 1.448 3.390 4.749
C 1.259 3.778 2.355
C -0.818 3.886 3.738
H -0.690 -0.889 6.501
H -1.433 -1.933 5.282
H 0.294 -2.062 5.620
H -0.264 1.543 5.646
H 0.123 -2.838 3.416
H -3.488 -3.603 -0.005
H -2.255 -5.311 1.707
H -0.822 -4.753 2.588
H -2.441 -4.343 3.161
H -2.778 -2.472 -2.700
H -4.349 -2.490 -1.872
H -3.997 -1.247 -3.059
H -1.024 -0.561 -2.039
H -2.249 0.655 -2.504
H -1.679 0.686 -0.888
H -4.906 -0.754 -0.131
H -3.759 0.525 0.269
H -4.597 0.532 -1.295
H 4.297 -3.081 0.649
H 3.445 -4.550 2.676
H 2.736 -3.480 3.884
H 1.693 -4.538 2.934
H 5.422 -1.918 -0.999
H 4.174 -2.890 -1.816
H 4.904 -1.509 -2.626
H 4.969 0.293 -0.177
H 4.500 0.841 -1.782
H 3.441 1.139 -0.398
H 2.132 -1.875 -2.570
H 1.430 -0.451 -1.851
H 2.685 -0.263 -3.058
H 2.388 2.850 4.636
H 1.677 4.454 4.783
H 1.012 3.133 5.709
H 2.180 3.247 2.127
H 0.627 3.877 1.478
H 1.529 4.788 2.656
H -1.303 3.615 4.676
H -0.628 4.958 3.754
H -1.510 3.684 2.919
F 1.986 4.710 -0.393
C 1.734 4.012 -1.454
F 2.749 3.303 -1.857
F 1.186 4.683 -2.397
S 0.504 2.509 -0.822
O 1.386 1.826 0.246
O 0.394 1.432 -1.784
N -0.817 2.670 0.016
S -1.667 4.050 -0.484
O -1.433 5.061 0.476
O -1.315 4.186 -1.863
C -3.470 3.607 -0.344
F -3.695 2.983 0.802
F -3.813 2.840 -1.364
F -4.118 4.745 -0.384
C -2.101 -7.110 -1.735
C -0.663 -7.553 -1.977
C 0.013 -8.037 -0.696
C 0.131 -6.501 -2.755
N 0.121 -5.166 -2.150
C 0.343 -4.741 -0.900
N 0.192 -3.432 -0.869
N -0.114 -3.075 -2.127
N -0.161 -4.095 -2.894
H -2.674 -7.917 -1.279
H -2.600 -6.828 -2.662
H -2.145 -6.253 -1.053
H -0.690 -8.402 -2.666
H -0.132 -7.340 0.135
H 1.083 -8.199 -0.832
H -0.425 -8.982 -0.378
H -0.312 -6.350 -3.738
H 1.171 -6.801 -2.892
H 0.589 -5.388 -0.079
```

The LUMO energy comes out at -11.2105 eV. The molar mass is 1010.70 g/mol. The total charge is +3. For the orbital gap, the calculation gives 6.468 eV.

***

Formula: C31H50Br4O21
Source: the Open Molecules 2025 dataset
Level of theory: ωB97M-V with the def2-TZVPD basis set

The geometry in XYZ format:
```
106
C31H50Br4O21, DFT ωB97M-V with the def2-TZVPD basis set
C -0.349 8.778 4.015
C -0.031 10.010 3.084
C 0.064 9.838 1.649
O -0.427 11.066 1.159
C -1.298 11.647 2.123
O -2.156 12.511 1.927
O -1.146 10.924 3.230
H 0.143 7.836 3.774
H -1.426 8.614 3.999
H -0.167 9.070 5.049
H 0.845 10.574 3.406
H -0.629 9.071 1.303
H 1.083 9.738 1.274
C 9.512 -0.396 1.818
C 10.198 0.833 1.066
C 9.216 1.893 0.451
O 9.809 3.102 1.036
C 10.563 2.797 1.995
O 11.175 3.688 2.560
O 10.904 1.584 1.957
H 8.883 -0.975 1.143
H 8.868 0.024 2.590
H 10.179 -1.043 2.388
H 10.876 0.434 0.311
H 8.169 1.799 0.739
H 9.290 2.007 -0.631
C 3.836 -7.902 2.398
C 3.269 -9.306 2.868
C 3.817 -10.470 2.004
O 4.165 -11.488 2.994
C 4.356 -10.841 4.212
O 4.819 -11.347 5.290
O 3.912 -9.537 4.101
H 4.886 -8.021 2.133
H 3.700 -7.152 3.177
H 3.257 -7.632 1.514
H 2.215 -9.334 3.145
H 4.604 -10.299 1.269
H 2.939 -10.863 1.490
C -7.958 -2.851 6.514
C -7.197 -4.174 6.161
C -7.479 -4.679 4.727
O -6.363 -4.272 3.995
C -5.376 -4.050 4.868
O -4.167 -4.051 4.497
O -5.845 -3.975 6.072
H -7.584 -2.024 5.911
H -7.725 -2.661 7.562
H -9.039 -2.972 6.449
H -7.313 -5.000 6.863
H -8.324 -4.114 4.335
H -7.861 -5.698 4.781
C -1.586 -1.415 -6.379
C -2.176 -1.296 -7.812
C -1.764 -2.518 -8.718
O -2.930 -2.684 -9.474
C -3.972 -2.087 -8.899
O -5.190 -2.287 -9.211
O -3.522 -1.449 -7.746
H -0.539 -1.145 -6.516
H -1.732 -2.426 -5.999
H -2.025 -0.613 -5.785
H -1.890 -0.359 -8.290
H -1.571 -3.377 -8.076
H -0.886 -2.220 -9.292
C -9.517 0.241 -0.098
C -8.813 0.132 -1.471
C -7.356 -0.325 -1.366
O -7.295 -1.284 -2.292
C -8.519 -1.743 -2.675
O -8.768 -2.835 -3.227
O -9.480 -0.843 -2.204
H -9.181 1.075 0.518
H -9.150 -0.632 0.442
H -10.580 0.128 -0.312
H -8.903 1.106 -1.953
H -7.057 -0.802 -0.432
H -6.733 0.562 -1.479
Br -3.945 2.400 8.886
C -2.145 2.292 8.362
C -1.875 1.841 6.946
Br 0.052 1.764 6.505
H -1.665 1.579 9.032
H -1.794 3.312 8.514
H -2.463 2.379 6.202
H -2.246 0.832 6.768
Br 5.548 1.610 -9.656
C 7.033 2.782 -10.037
C 8.231 1.966 -10.699
Br 7.628 1.101 -12.282
H 7.473 3.242 -9.153
H 6.822 3.673 -10.629
H 8.418 1.118 -10.040
H 9.105 2.551 -10.987
C 0.832 0.336 -0.729
O 1.504 1.349 -1.515
C 1.151 2.624 -1.275
O 0.211 2.932 -0.563
O 1.922 3.551 -1.968
C 2.320 3.264 -3.229
H 0.946 -0.639 -1.204
H -0.245 0.459 -0.848
H 1.237 0.402 0.280
H 2.075 4.071 -3.918
H 1.909 2.345 -3.649
H 3.404 3.251 -3.114
```

The LUMO energy comes out at -0.1257 eV. As for the SMILES: C[C@H]1COC(=O)O1.C[C@H]1COC(=O)O1.C[C@H]1COC(=O)O1.C[C@H]1COC(=O)O1.C[C@H]1COC(=O)O1.C[C@H]1COC(=O)O1.COC(=O)OC.BrCCBr.BrCCBr. The molar mass is 1078.34 g/mol. For the orbital gap, the calculation gives 10.132 eV.